[1]
A molecular structure, C34H26MoN4O4SSi at a distorted geometry, computed with ωB97M-V/def2-TZVPD.

Last column: Mulliken charge in e.
Cartesian coordinates (Å):
C 4.223 1.434 1.237  -0.55
C 1.051 4.861 -1.508  -0.79
H -4.088 -4.387 0.956  0.53
C -4.053 1.567 -2.005  -0.80
H 6.794 -0.235 -0.244  0.49
Si -0.087 0.923 -1.147  -0.66
C -5.573 -1.382 1.651  -0.71
S 0.429 -0.943 4.333  -0.18
C -1.635 -2.923 1.443  -0.09
C 5.448 1.201 0.633  -0.46
C -1.868 -0.732 1.992  0.64
C 0.389 2.667 -0.720  0.66
C 2.992 -2.056 1.535  -0.82
C 0.275 3.204 0.569  0.02
H 1.130 6.420 -0.036  0.43
H 5.301 -2.160 0.170  0.48
H 2.801 0.249 -1.377  0.24
C 2.342 0.096 -2.350  0.32
H 3.906 2.425 1.537  0.52
C -3.092 -2.560 1.479  0.23
H 0.759 -0.421 -5.834  0.43
N 1.448 -3.027 2.902  -1.12
N -0.957 -1.692 1.782  0.77
H -4.681 2.414 -2.255  0.45
C -3.228 -1.214 1.822  0.78
N 0.210 -3.572 4.745  -0.32
H 1.349 5.508 -2.324  0.44
C -2.442 -0.609 -1.375  -0.04
H -4.210 -1.802 -1.624  0.54
H 4.202 -0.426 -3.285  0.45
H -5.641 0.135 -2.190  0.44
C 3.137 -0.281 -3.421  -0.77
Mo 0.583 -0.334 2.025  0.28
C 0.402 0.096 -3.781  -0.40
H -6.334 -3.308 1.113  0.45
H -6.560 -0.941 1.710  0.48
C 0.787 3.520 -1.755  -0.36
H -0.259 -3.303 5.592  0.25
C 5.834 -0.084 0.231  -0.82
C 0.732 -2.657 3.932  0.65
N 1.826 -1.963 2.139  0.96
O -1.094 -3.949 1.197  -0.53
C -4.593 0.288 -1.961  -0.72
C -4.191 -3.341 1.222  -0.71
C 1.203 -0.276 -4.857  -0.84
H -0.076 2.597 1.393  0.36
H 0.362 -4.551 4.554  0.26
C -1.883 0.674 -1.417  0.57
C -3.789 -0.802 -1.643  -0.76
H 0.437 4.942 1.824  0.45
H 6.116 2.036 0.466  0.45
O 2.158 0.506 1.957  -0.50
C -5.443 -2.726 1.312  -0.55
C 2.565 -0.464 -4.676  -0.55
H 0.900 3.130 -2.763  0.45
H -2.289 2.764 -1.767  0.42
H -1.815 -1.471 -1.157  0.61
H 3.429 -3.051 1.537  0.54
C 0.548 4.542 0.823  -0.89
H -4.550 0.452 2.178  0.55
H 3.186 -0.750 -5.516  0.40
C -4.454 -0.594 1.915  -0.34
C 3.389 0.358 1.411  0.79
C 0.932 5.372 -0.223  -0.52
C -2.703 1.761 -1.733  -0.56
C 0.965 0.291 -2.515  0.42
C 5.004 -1.157 0.454  -0.62
O -1.373 0.418 2.296  -0.78
O 0.325 0.017 0.261  0.60
C 3.753 -0.957 1.060  0.57
H -0.665 0.232 -3.930  0.42

Output
LUMO level (alpha / beta)	-9.250 / -9.250	eV
total charge	+2
ΔE to the lowest compared entry with this formula, charge and spin	30.47	kcal per mole
M	710.70	g mol⁻¹
frontier orbital gap (alpha / beta)	0.173 / 0.173	hartree
E_HOMO (alpha / beta)	-13.96 / -13.96	eV

[2]
A molecular structure, C40H53N7OPSe3W at a distorted geometry, computed with ωB97M-V/def2-TZVPD.

Last column: Mulliken charge in e.
Cartesian coordinates (Å):
H 3.165 -3.697 0.910  -0.11
H -1.850 -2.092 -4.900  0.50
Se -1.163 1.960 0.942  0.25
H -0.439 -5.531 -0.148  0.21
C 0.762 6.154 -2.265  0.31
C 1.016 -4.079 0.638  0.75
H 4.202 0.390 -3.866  0.34
C 3.596 -2.780 3.735  -0.79
Se -2.846 2.527 -3.553  -0.07
C 0.120 4.372 -3.427  -0.64
H 1.659 -3.689 3.750  0.26
N 0.696 5.570 -3.565  -0.04
C 0.258 2.986 1.850  0.10
C -4.899 5.499 -1.366  -0.33
C 0.841 -4.950 -1.831  -1.27
P 0.337 -2.460 1.334  -0.87
C 3.585 -0.810 2.149  -0.25
H -2.984 -4.274 2.039  0.46
H -0.980 -4.367 4.322  0.23
H 0.021 7.067 1.408  0.50
C -3.533 3.734 -2.290  0.49
C 1.084 0.917 -2.751  -0.49
C -1.954 -4.122 2.396  -0.80
H 3.721 -3.672 -1.563  0.70
C 1.679 -3.744 -2.287  0.06
H -4.873 4.888 -3.474  0.55
C -2.756 -3.105 4.572  -1.02
Se -3.282 0.456 -0.023  0.14
C 0.206 6.816 0.384  -1.30
H 0.077 -5.165 -2.566  0.57
C -4.468 4.770 -2.485  -0.84
H 0.425 -1.309 3.471  -0.04
C 0.940 7.688 -0.426  -0.68
N -0.301 4.124 -2.186  0.41
C 2.730 -3.409 -1.237  -0.37
H -0.050 3.681 -4.236  0.56
H -2.425 -5.260 4.182  0.45
H -1.100 0.206 -4.309  0.81
H 2.714 -2.324 -1.069  -0.23
N 0.971 3.625 2.557  -0.48
H 3.961 -3.253 4.652  0.46
C 2.027 -2.676 3.846  -1.08
H 1.663 0.089 1.713  -0.34
C 1.891 2.006 -0.999  -0.63
C 3.174 0.676 -4.133  -0.86
H 1.031 -2.869 -2.453  -0.47
H 5.345 -1.581 3.215  0.47
C 1.250 -1.708 2.870  0.99
H 0.976 -4.759 1.506  0.87
C -3.371 -1.693 -1.870  -0.67
H -3.333 -3.346 -3.262  0.56
C 4.279 -1.428 3.358  -1.14
H 1.810 -2.368 4.861  0.55
C -2.074 -1.772 4.230  -0.48
H -3.260 3.681 1.039  0.49
H -3.770 -3.084 4.188  0.34
H -0.702 -3.892 -0.733  -0.23
H -2.675 -0.996 4.714  0.44
H -1.290 -0.628 2.545  -0.21
H 1.152 5.941 -4.401  0.31
C 0.061 5.254 -1.413  0.68
C 2.950 1.733 -1.814  -1.38
W -1.247 2.252 -1.404  -0.38
C -1.978 -4.289 3.941  -0.75
C -1.461 -2.754 1.882  1.25
H 1.700 8.117 -2.430  0.43
H 3.564 -1.538 1.341  -0.10
H 1.828 2.487 -0.028  0.57
C -1.934 -1.529 2.728  -0.34
H 2.142 -3.999 -3.253  0.47
C -2.981 -2.360 -3.025  -0.54
N 2.407 1.102 -2.955  0.29
C 2.143 -0.463 2.509  -0.60
H 2.741 -5.150 0.003  0.59
C -3.518 4.099 0.069  -0.05
H -1.088 -1.793 4.744  0.19
N -2.981 3.503 -1.027  0.47
H -2.861 -3.226 5.656  0.46
C -4.414 5.164 -0.088  -0.90
H 3.961 2.022 -1.762  0.67
H 1.330 8.595 -0.032  0.48
H -2.924 -1.236 2.356  0.33
H 4.219 -0.747 4.197  0.41
N 0.692 1.573 -1.644  1.95
C -0.265 5.594 -0.111  -0.05
H 2.651 -0.166 -4.580  0.32
N -1.806 0.119 -2.293  0.81
H 4.103 0.057 1.744  0.41
H 1.487 -5.821 -1.632  0.37
H 3.186 1.464 -4.860  0.35
H -4.165 -2.060 -1.237  0.61
C -2.107 -1.693 -3.912  -1.31
H 3.842 -3.492 2.946  0.24
C -2.752 -0.495 -1.538  0.08
C 1.192 7.391 -1.779  -0.95
C -1.629 -0.398 -3.547  -0.52
C 0.085 -4.615 -0.507  -0.20
O 0.290 -1.433 0.222  0.72
C 2.503 -4.114 0.137  -1.30
H 0.417 0.362 -3.386  0.24
H 2.155 0.161 3.414  0.68
H -1.961 -2.622 0.901  -0.76
H -4.707 5.721 0.811  0.50
H -1.363 -4.944 1.959  0.22
H -0.854 4.961 0.529  0.46
H -5.640 6.274 -1.532  0.48

Output
LUMO level (alpha / beta)	-10.938 / -11.559	eV
total charge	+3
M	1099.61	g mol⁻¹
frontier orbital gap (alpha / beta)	0.164 / 0.141	hartree
expectation value of S²	2.051
E_HOMO (alpha / beta)	-15.40 / -15.41	eV
spin multiplicity	3